Below is 14 unconnected molecules or ions with the total composition C31H89BO18 at a distorted geometry, with properties calculated with ωB97M-V/def2-TZVPD.

```
139
Properties=species:S:1:pos:R:3:forces:R:3
H -3.503 2.803 -1.785 -1.2238 -0.3208 0.5084
H 2.681 4.951 -1.660 -0.0071 -0.1120 -0.0881
H 2.650 2.384 1.436 -0.7301 -0.9079 -0.7249
H 8.088 1.733 -2.599 -0.0948 0.0870 0.0102
H 3.384 -0.721 0.032 -0.5212 0.6959 -0.8375
O 6.444 2.937 -2.376 -0.1002 0.1357 -0.0362
C 6.202 -6.820 1.882 -0.2709 0.2239 -0.0201
H 6.521 0.926 -2.847 0.1453 -0.1541 0.0471
H -4.267 -1.753 5.828 -0.1048 -0.1879 -0.1269
H 4.363 4.859 -2.237 -0.0277 0.2558 0.0743
H 3.108 5.641 -3.245 0.0579 0.1511 0.1683
H -3.910 3.621 -3.797 -1.3527 0.0773 0.0486
H -1.008 8.994 -8.649 -0.0568 -0.0274 -0.2501
H 4.513 1.233 7.338 -0.0003 -0.1065 -0.0790
C 2.851 1.434 -0.598 0.7540 0.3193 0.4550
C -0.259 -1.784 -1.201 0.8020 -0.7467 0.4526
H 3.850 1.985 -0.548 -1.2322 -0.5522 0.0584
H -7.906 3.920 1.568 0.1476 -0.0144 -0.0047
H 7.060 1.356 -1.196 0.1160 -0.1750 -0.0505
H -3.547 -1.740 4.190 -0.1586 -0.1958 -0.0493
H 2.890 1.126 6.614 -0.0219 0.1213 0.1740
H -0.424 -1.773 -3.433 -0.8103 -0.3011 1.0709
O -3.509 0.062 5.199 -0.0356 0.0253 -0.0037
H 0.559 0.820 2.081 1.0465 -0.4691 -0.7894
C -7.533 5.319 0.278 -0.2116 -0.1791 0.1714
C -3.872 -6.949 0.557 0.3148 -0.0631 -0.0581
O -7.114 4.287 1.162 0.1051 -0.0475 0.0319
H -1.384 -2.427 3.404 0.5601 -0.0749 0.2621
H -5.864 0.959 -0.645 1.1547 0.2789 -0.4403
H -4.131 0.932 -0.054 -0.9557 0.0252 -1.0646
H 6.779 -8.954 6.228 -0.0341 0.2129 0.1113
C -4.546 2.652 -1.355 -0.7639 -0.0713 0.3440
H -4.919 -6.718 0.364 0.0578 -0.1348 -0.0078
H 3.520 -1.710 3.446 -1.3873 0.5078 -0.0537
O -1.310 -4.651 0.099 -0.0999 -0.0423 -0.0205
H 6.314 -7.867 4.882 -0.0143 0.1406 0.1812
H 6.453 -7.870 2.035 -0.0457 0.0715 0.0205
O -2.194 9.288 -6.988 -0.0369 -0.0086 0.0771
O -0.454 -2.664 3.579 1.3097 1.4262 0.6178
H -1.763 8.557 -6.529 -0.0870 0.1464 0.1217
C -0.581 -5.131 1.221 0.1265 -0.0504 -0.3156
C 2.459 -1.404 3.160 2.5156 0.4280 0.1778
H 2.543 -3.703 5.615 -0.1155 -0.1120 0.0731
H 3.610 0.322 2.272 -1.1201 -0.6775 0.2357
C 3.702 0.555 7.073 -0.1933 -0.2178 -0.1270
H 1.502 -2.878 -2.025 -0.0123 0.9746 0.8526
H 6.869 -9.981 4.175 0.1299 0.0340 -0.0211
H 0.263 -4.466 1.424 -0.0156 -0.0850 0.1768
H -1.241 -5.148 2.088 0.0048 0.0521 -0.1033
C 7.060 1.662 -2.245 -0.2838 0.0453 0.0824
C -1.004 -2.186 -2.543 0.2113 -0.1047 0.3192
O -3.590 -8.250 0.057 -0.0639 -0.1495 -0.0362
H 2.296 1.911 -1.466 0.8326 -0.8606 0.9291
C 2.562 0.078 2.616 -1.1331 -0.0159 0.1746
H 4.124 -0.115 -1.504 -1.0943 -0.0159 0.9256
H -2.544 9.848 -8.930 0.0138 -0.0206 0.1258
H -5.186 2.465 -4.395 0.2578 1.1435 0.3964
H 7.946 -7.770 5.589 0.0040 -0.1104 -0.0853
O 4.194 -0.408 6.152 0.0460 -0.1714 -0.1534
H -0.646 -2.433 -0.359 0.1671 0.8511 -0.8894
C 1.485 0.470 1.509 -0.0554 0.8783 0.9800
C -4.347 0.119 -2.135 -0.2941 0.0958 1.0257
H -0.391 -0.702 -0.904 -0.1643 -1.1624 -0.4486
H -2.814 -1.610 -3.685 0.2533 -0.2120 1.2818
H -8.189 4.901 -0.490 0.0059 0.2105 -0.1243
C -5.026 3.432 -3.826 -0.9743 -0.6095 0.3611
H -2.645 -0.144 5.576 -0.0179 0.1411 -0.1296
H -4.315 0.708 -3.099 0.1297 -0.8374 0.8999
C 3.313 4.831 -2.540 0.1762 -0.0654 -0.1994
H 6.723 -6.212 2.626 0.2354 -0.0811 -0.0705
H -2.154 0.300 -1.886 -0.8492 -0.9709 0.0851
C 2.018 -0.674 -1.826 0.2406 -1.0063 -0.6215
H -0.757 5.802 -4.827 -0.0911 0.1006 0.0927
C 2.649 -3.589 2.500 1.7304 -1.6781 0.1378
H -4.777 7.900 -5.268 0.2152 0.1339 -0.0035
O -5.713 6.858 -3.749 -0.1550 -0.1338 0.0920
H -4.611 3.270 -0.411 0.1798 -0.7142 -0.8671
C -4.791 1.121 -0.966 0.9171 0.6271 -0.0263
O 3.023 3.579 -3.148 -0.0199 -0.1275 -0.0678
O 1.675 -1.549 4.372 -1.3600 -0.5996 -1.8688
C -2.070 5.758 -6.251 0.2352 -0.1908 0.0683
H -1.336 5.926 -7.044 -0.1401 -0.1018 -0.1740
H -5.149 -0.677 -2.233 1.0687 0.7122 -0.0121
H -0.944 -3.322 -2.640 0.0731 1.3560 0.0563
H 1.225 0.116 -2.042 0.9879 -0.9862 0.5092
H -2.933 -0.770 -0.648 -0.0805 0.2357 -1.2425
H -3.688 -6.919 1.634 -0.0986 0.2023 0.0288
H -5.595 4.264 -4.334 0.9151 -0.8749 0.3349
C 2.031 1.740 0.731 -0.7048 0.2721 -0.3249
H 3.593 3.497 -3.921 -0.0830 -0.0553 0.0756
H -6.497 2.463 -2.386 0.8188 1.2328 -0.0858
H -3.241 -6.215 0.051 -0.1218 0.1722 0.1518
H 3.340 0.056 7.975 -0.0348 0.1964 0.0930
H 4.603 -5.722 1.890 -0.0866 -0.1713 0.1883
H -4.447 8.485 -3.607 0.1856 0.0582 -0.1375
C 1.333 -2.017 -1.303 -0.7614 0.5445 -0.4154
C -2.939 -0.514 -1.753 -0.0670 0.0153 -0.3591
H -2.557 8.093 -8.631 0.0425 0.0236 -0.2532
H 3.460 -0.996 5.931 0.0958 0.1682 0.0074
H -0.727 0.099 3.633 -0.1539 -0.1111 0.5086
H -0.706 -4.644 -0.652 -0.1339 0.0421 0.0229
O 2.070 -2.361 2.123 1.1469 -0.4750 1.4566
H 6.506 -6.520 0.875 0.2332 -0.0579 0.0442
H 4.441 -4.494 4.617 0.2887 -0.1385 0.0662
O 7.606 -9.399 4.390 0.1050 -0.0252 -0.0808
C -2.066 9.038 -8.380 0.1191 -0.1816 0.2755
H 4.651 -4.189 6.370 0.1972 -0.0836 -0.0518
H 1.797 -2.291 -0.313 -0.6866 0.2030 -0.9786
C -4.599 7.601 -4.231 -0.2056 0.0635 -0.0073
H -2.662 -8.431 0.238 -0.1166 -0.0378 -0.0665
H -3.710 6.971 -4.184 -0.1440 0.0207 0.0658
O 3.819 -3.930 2.299 -3.2790 1.8095 0.0058
O 2.733 -4.638 5.757 -0.3335 0.0659 -0.0802
B 0.270 -1.569 4.101 -1.4660 0.6096 0.1870
H -3.155 -2.706 -2.284 0.6010 1.2317 -0.1396
C 3.168 -0.096 -0.880 0.0130 0.7961 -1.6217
O -1.573 6.274 -5.024 0.0567 0.1885 0.0353
O -0.482 -0.381 4.443 1.0336 -1.2054 -0.8368
H 4.388 -5.847 5.776 -0.1200 0.0578 -0.0315
H -2.997 6.274 -6.502 0.0599 0.0041 0.1152
C 7.130 -8.443 5.327 -0.2218 -0.2279 -0.1401
H 2.462 -0.915 -2.850 -0.4137 0.4878 1.2947
H -6.003 4.221 -1.968 0.1493 -1.1171 -0.4863
H -5.125 -0.970 4.480 0.1003 0.0482 0.0102
C 4.137 -4.798 5.622 0.0692 0.2851 -0.0209
H -2.269 4.689 -6.146 -0.1048 0.0083 -0.2329
H 1.978 -4.298 3.084 0.3386 0.9929 -0.8048
O 4.799 -6.658 2.029 -0.0402 -0.0829 -0.0588
H -8.061 6.096 0.838 -0.0106 0.1271 -0.1705
C -5.654 3.226 -2.361 1.3656 -0.3239 -0.1614
H -6.484 7.433 -3.800 0.0562 -0.1214 0.0310
H -0.219 -6.143 1.022 0.0900 -0.0148 0.2103
H 5.538 2.849 -2.058 0.0722 0.0336 -0.0668
H 1.140 2.392 0.447 1.0788 -0.8156 0.3585
C -4.145 -1.173 4.910 0.2860 0.1865 0.2247
H 1.142 -0.383 0.859 0.6938 0.8943 0.5334
C -2.547 -1.798 -2.593 0.0804 0.1735 -0.5529
H -6.653 5.753 -0.196 -0.0131 -0.0953 0.0797
H 2.364 0.762 3.507 0.3985 -0.9601 -1.0128
```
Positions in Å, forces in eV/Å.

Output
calculated total energy = -71116.20229 eV
highest occupied orbital energy = -9.98 eV
gap between HOMO and LUMO = 10.0 eV

Löwdin atomic charge list, values in e, 4 entries: atom 1 (H): 0.10, atom 2 (H): 0.08, atom 3 (H): 0.11, atom 4 (H): 0.08